Run a
The following is a quantum chemistry calculation of a 2-piece molecular cluster, H2NO5PS overall, from OMol25.

Structure (ORCA input):
```
! RIJCOSX wB97M-V def2-TZVPD def2/J DEFGRID3
* xyz -2 1
N -1.770 0.174 -0.094
O -0.256 1.812 1.334
O 0.758 -1.536 1.316
O -0.179 1.798 -1.270
O 3.348 -0.623 -0.001
O 0.392 -1.282 -1.154
P -0.357 1.136 0.059
S 0.996 -0.764 0.119
H -1.651 -0.499 0.677
H -1.281 -0.217 -0.986
*
```

Computed properties:
Kohn-Sham gap (spin up / spin down) (eV): 7.45 / 6.80
LUMO energy (spin up / spin down) (eV): 6.8 / 6.9

=====

Run b
The following is a quantum chemistry calculation of a 2-piece molecular cluster, H2NO5PS overall, from OMol25.

Structure (ORCA input):
```
! RIJCOSX wB97M-V def2-TZVPD def2/J DEFGRID3
* xyz -2 1
N -2.606 0.883 0.036
O -0.040 -2.071 -1.212
O 2.708 -0.615 0.090
O -0.198 -1.707 1.294
O 1.426 1.348 0.665
O 1.768 0.747 -1.685
P -0.034 -1.144 -0.093
S 1.596 0.275 -0.278
H -1.679 1.314 0.095
H -2.940 0.972 1.089
*
```

Computed properties:
Kohn-Sham gap (spin up / spin down) (eV): 5.56 / 6.91
LUMO energy (spin up / spin down) (eV): 6.3 / 6.3

=====

Which structure is most stable? run b, by 0.997 eV over the runner-up.

=====

Run a
The following is a quantum chemistry calculation of the molecule C4H3F2N, from OMol25.

Structure (ORCA input):
```
! RIJCOSX wB97M-V def2-TZVPD def2/J DEFGRID3
* xyz 0 1
C -0.838 0.679 0.123
C -1.106 -0.300 -0.809
C 0.209 -0.938 -1.089
C 0.980 -0.564 -0.017
H -1.987 -0.150 -1.494
H 0.672 -1.611 -1.920
H 0.455 0.663 1.872
N 0.255 0.363 0.784
F -1.949 1.450 0.542
F 2.350 -0.862 0.214
*
```

Computed properties:
Kohn-Sham gap (eV): 9.36
LUMO energy (eV): 0.7

=====

Run b
The following is a quantum chemistry calculation of the molecule C4H3F2N, from OMol25.

Structure (ORCA input):
```
! RIJCOSX wB97M-V def2-TZVPD def2/J DEFGRID3
* xyz 0 1
C 1.042 -0.176 0.350
C 0.067 0.733 -0.299
C 0.660 -1.438 -0.297
C -1.200 0.752 -0.015
N 0.196 -2.378 -0.757
F -2.183 1.440 -0.572
F -1.809 0.015 0.971
H 2.075 -0.071 0.191
H 0.307 1.326 -1.052
H 0.846 -0.203 1.481
*
```

Computed properties:
Kohn-Sham gap (eV): 11.09
LUMO energy (eV): 0.7

=====

Which structure is most stable? run b, by 0.781 eV over the runner-up.

=====

Run a
The following is a quantum chemistry calculation of a 2-piece molecular cluster, C6H7NS overall, from OMol25.

Structure (ORCA input):
```
! RIJCOSX wB97M-V def2-TZVPD def2/J DEFGRID3
* xyz 0 1
C 1.749 -1.749 -1.096
C -0.397 -1.652 1.380
C -1.375 -1.905 0.373
C -0.168 -0.259 1.364
C -0.616 0.400 0.299
C -0.197 1.707 -0.254
N 2.499 -1.997 -1.895
S -1.653 -0.576 -0.659
H -0.077 -2.276 2.167
H -1.933 -2.804 -0.012
H 0.476 0.267 2.017
H 0.818 -1.779 -0.609
H 0.730 2.103 -0.052
H -0.890 2.566 0.008
H -0.152 1.540 -1.363
*
```

Computed properties:
Kohn-Sham gap (eV): 9.79
LUMO energy (eV): 0.7

=====

Run b
The following is a quantum chemistry calculation of the molecule C6H7NS, from OMol25.

Structure (ORCA input):
```
! RIJCOSX wB97M-V def2-TZVPD def2/J DEFGRID3
* xyz 0 1
C -0.043 -1.090 0.443
C -1.288 -0.668 -0.357
C -1.294 0.669 -0.351
C -0.043 1.079 0.457
C 1.123 0.751 -0.501
C 1.119 -0.742 -0.519
H -0.735 -0.041 2.048
H -0.026 -2.073 0.876
H -1.945 -1.320 -0.889
H -1.953 1.356 -0.834
H -0.044 2.069 0.896
H 1.200 1.309 -1.418
H 1.216 -1.287 -1.430
N 0.092 -0.012 1.434
S 2.621 0.000 0.147
*
```

Computed properties:
Kohn-Sham gap (eV): 9.21
LUMO energy (eV): 0.9

=====

Which structure is most stable? run b, by 0.057 eV over the runner-up.